a.
Formula: C2H2O3S
Source: the OMol25 dataset
Level of theory: ωB97M-V/def2-TZVPD

```
8
Properties=species:S:1:pos:R:3
C 1.14132 -0.12387 -0.17304
C -0.32022 0.29029 -0.14047
H 2.53315 0.20188 0.97275
H -1.47293 1.59192 -0.64857
O 1.56354 0.45230 1.00146
O 1.73285 -0.99063 -0.77556
O -0.58417 1.51980 -0.51397
S -1.73028 -0.66525 0.24134
```

Calculated values
Total charge ... 0
LUMO level ... -0.64 eV
Structure (SMILES) ... O=C(O)C(O)=S
Molar mass ... 106.10 g mol⁻¹

=====

b.
Formula: C2H2O3S
Source: the OMol25 dataset
Level of theory: ωB97M-V/def2-TZVPD

```
8
Properties=species:S:1:pos:R:3
C -1.04447 -0.19719 -1.41027
C -1.54115 0.17327 -0.05795
O 2.42927 -1.19317 0.72083
O 2.08600 1.20284 0.51902
O -0.25038 -0.40955 -0.38073
S 2.11933 -0.08498 -0.13018
H -1.57591 1.15432 0.18789
H -2.22270 -0.64553 0.55139
```

Calculated values
Total charge ... 0
LUMO level ... -0.63 eV
Molar mass ... 106.10 g mol⁻¹

=====

Stability summary - winner: a; margin: 3.547 eV.

=====

a.
Formula: C2H2O3S
Source: the OMol25 dataset
Level of theory: ωB97M-V/def2-TZVPD

```
8
Properties=species:S:1:pos:R:3
C 1.54542 -0.07038 -0.82659
C 1.35065 1.03771 -0.18526
O -2.56783 -0.13139 -0.18895
O 1.77839 -1.08908 -1.36044
O -2.20884 -2.08136 1.19846
S -2.80364 -0.75757 1.13290
H 1.36268 1.09079 0.89994
H 1.54318 2.00128 -0.67006
```

Calculated values
Total charge ... 0
LUMO level ... -1.54 eV
Molar mass ... 106.10 g mol⁻¹

=====

b.
Formula: C2H2O3S
Source: the OMol25 dataset
Level of theory: ωB97M-V/def2-TZVPD

```
8
Properties=species:S:1:pos:R:3
C 0.72491 -0.84907 0.43724
C 1.30202 -0.56689 -0.71630
O -2.87818 1.66847 0.37265
O -0.54899 1.07192 0.38113
O 0.22556 -1.01141 1.52456
S -1.89607 0.68555 0.54427
H 2.18268 -0.98924 -1.01535
H 0.88809 -0.00933 -1.52820
```

Calculated values
Total charge ... 0
LUMO level ... -1.01 eV
Molar mass ... 106.10 g mol⁻¹

=====

Stability summary - winner: a; margin: 0.404 eV.

=====

a.
Formula: C3H8NOS
Source: the OMol25 dataset
Level of theory: ωB97M-V/def2-TZVPD

```
14
Properties=species:S:1:pos:R:3
O -0.87916 -2.26958 0.37631
C -0.54271 -1.47204 -0.45861
C -0.30388 -0.03597 -0.09090
C 1.13385 0.48805 -0.14651
S 1.59165 0.50004 -1.91930
N -0.90795 0.22432 1.28744
H -0.63813 -1.81585 -1.53769
H -0.92378 0.48622 -0.83208
H 1.28414 1.54611 0.12095
H 1.77891 -0.24486 0.32928
H 1.51482 1.83271 -2.04665
H -0.20923 0.08776 2.02559
H -1.27949 1.16368 1.41955
H -1.61904 -0.49059 1.47262
```

Calculated values
Total charge ... +1
LUMO level ... -3.90 eV
Structure (SMILES) ... [NH3+][C@H](C=O)CS
Molar mass ... 106.17 g mol⁻¹

=====

b.
Formula: C3H8NOS
Source: the OMol25 dataset
Level of theory: ωB97M-V/def2-TZVPD

```
14
Properties=species:S:1:pos:R:3
C -0.81637 1.34864 0.33252
C -1.29552 -1.08374 -0.29120
C 1.05799 -0.15989 0.07768
N -0.29213 0.13771 -0.34730
O -2.67740 0.92123 -0.42542
S -2.91246 -0.36944 0.25662
H -1.22780 1.27351 1.32489
H -0.35927 2.30618 0.06758
H -1.02422 -1.69620 -1.18740
H -1.07613 -1.73157 0.49957
H 1.15088 0.01133 1.15632
H 1.47909 -1.17140 -0.18952
H 1.75326 0.52354 -0.34242
H -0.53979 0.50025 -1.28184
```

Calculated values
Total charge ... +1
LUMO level (spin up / spin down) ... -4.89 / -5.57 eV
Molar mass ... 106.17 g mol⁻¹

=====

Stability summary - winner: a; margin: 3.808 eV.

=====

a.
Formula: C4H5B
Source: the OMol25 dataset
Level of theory: ωB97M-V/def2-TZVPD

```
10
Properties=species:S:1:pos:R:3
B 0.54544 0.99397 -0.55291
C -0.39014 1.20298 0.57559
C 0.44130 -0.31883 -1.28074
C -0.89772 -0.01324 0.59477
C -0.46607 -0.85684 -0.44992
H 2.53386 0.23042 0.67449
H -0.59373 2.05102 1.25611
H 1.04279 -0.83881 -1.86402
H -1.56113 -0.51944 1.40194
H -0.65460 -1.93121 -0.35531
```

Calculated values
Total charge ... 0
LUMO level (spin up / spin down) ... -0.81 / -0.99 eV
Molar mass ... 63.90 g mol⁻¹

=====

b.
Formula: C4H5B
Source: the OMol25 dataset
Level of theory: ωB97M-V/def2-TZVPD

```
10
Properties=species:S:1:pos:R:3
B 1.11771 -0.30589 0.05270
C 0.67654 1.15201 -0.11978
C -0.15430 -1.17473 0.27437
C -0.69647 1.06896 -0.09788
C -1.16334 -0.35267 0.20515
H 2.64795 -1.20218 0.10697
H 1.33911 1.89411 -0.40489
H -0.11151 -2.18376 0.27308
H -1.42067 1.72697 -0.32591
H -2.23502 -0.62283 0.03619
```

Calculated values
Total charge ... 0
LUMO level ... -1.16 eV
Molar mass ... 63.90 g mol⁻¹

=====

Stability summary - winner: b; margin: 2.444 eV.